# C34H71ClN3O5

A 3-piece molecular cluster, C34H71ClN3O5 overall in a non-equilibrium geometry (ωB97M-V with the def2-TZVPD basis set, the OMol25 dataset).

The total energy comes out at -63632.4881 eV. The orbital gap is 6.076 eV. Its total charge is +1. The largest force on an atom comes out at 1.21 eV Å⁻¹.

Each line ends with the Mulliken charge.
Atoms and positions in Å:
C 0.893 -4.291 5.285  -1.5138
C 0.062 -4.142 4.021  -0.3457
C -1.359 -3.554 4.169  0.1792
Cl -1.940 -3.578 5.864  -0.1837
C -1.402 -2.104 3.621  0.8248
C -1.279 -2.199 2.073  -0.3151
C -0.390 -1.310 1.200  -1.0980
C -0.336 0.209 1.332  -0.7927
C 0.302 0.756 2.609  0.2960
C 1.827 0.603 2.669  -0.9822
C 2.328 -0.691 3.331  0.7809
C 3.659 -0.509 4.052  -1.1158
C 3.510 0.121 5.456  -0.5829
O 2.251 0.749 5.658  -0.3566
C 1.394 0.074 6.548  -0.2914
N -2.716 -2.265 1.711  0.1117
C -3.532 -1.993 2.694  -0.8891
O -4.821 -2.123 2.510  -0.4524
C -5.564 -3.098 3.324  -0.4385
C -6.786 -2.517 4.039  0.2734
C -6.587 -2.312 5.523  -1.3022
O -7.140 -1.334 3.346  -0.5288
C -2.774 -1.451 3.859  1.0709
C -2.752 0.097 3.674  0.1144
C -4.037 0.818 4.026  -1.2792
O -4.281 0.741 5.432  -0.2547
C -3.855 1.831 6.167  0.6733
C -2.637 1.593 7.003  -0.9121
O -4.466 2.865 6.123  -0.5337
H 1.916 -4.527 4.994  0.4813
H 0.536 -5.107 5.907  0.3969
H 0.932 -3.366 5.857  0.2119
H 0.606 -3.496 3.327  0.1837
H -0.025 -5.107 3.522  0.3474
H -2.072 -4.177 3.629  0.4935
H -0.576 -1.608 4.123  -0.6405
H -0.902 -3.198 1.838  0.5539
H 0.622 -1.703 1.309  0.2167
H -0.672 -1.545 0.168  0.5647
H -1.303 0.671 1.119  0.6207
H 0.303 0.551 0.513  0.1120
H 0.059 1.819 2.671  0.6094
H -0.108 0.308 3.510  -0.8568
H 2.200 1.434 3.267  0.3952
H 2.274 0.706 1.678  0.1546
H 1.589 -1.032 4.059  -0.7256
H 2.425 -1.482 2.583  0.5791
H 4.355 0.069 3.445  0.3901
H 4.122 -1.489 4.189  0.4209
H 4.287 0.869 5.611  0.3910
H 3.661 -0.642 6.224  0.3373
H 1.408 -1.010 6.386  0.0813
H 1.660 0.272 7.588  0.4194
H 0.381 0.431 6.359  -0.0654
H -3.050 -2.586 0.813  0.3648
H -4.895 -3.595 4.027  0.2759
H -5.881 -3.835 2.590  0.3896
H -7.576 -3.267 3.917  0.2992
H -5.759 -1.652 5.746  0.2219
H -6.440 -3.262 6.035  0.3933
H -7.483 -1.853 5.945  0.4334
H -7.841 -0.893 3.835  0.3812
H -3.211 -1.703 4.821  0.7855
H -2.527 0.331 2.635  -0.2112
H -1.961 0.510 4.299  0.0802
H -3.938 1.865 3.733  0.4410
H -4.915 0.429 3.513  0.4274
H -1.871 2.301 6.687  0.2963
H -2.252 0.585 6.871  0.1796
H -2.879 1.768 8.048  0.4015
C 4.422 1.331 -5.193  -1.2530
C 3.028 1.281 -4.590  -0.3521
N 3.019 0.898 -3.189  0.1423
C 1.699 0.578 -2.689  -0.6661
C 0.643 1.692 -2.637  -1.0740
C 3.856 1.703 -2.315  -0.6228
C 3.595 3.214 -2.254  -0.9751
H 4.945 0.384 -5.054  0.3422
H 4.349 1.527 -6.263  0.1600
H 5.029 2.127 -4.760  0.3483
H 2.441 0.536 -5.135  0.4224
H 2.535 2.250 -4.767  0.2803
H 1.817 0.151 -1.687  0.3601
H 1.307 -0.234 -3.312  0.3961
H 0.834 2.396 -1.827  0.1834
H -0.342 1.252 -2.461  0.4170
H 0.586 2.251 -3.570  0.3481
H 4.895 1.547 -2.612  0.3543
H 3.782 1.279 -1.309  0.3265
H 3.455 3.641 -3.248  0.2391
H 4.453 3.716 -1.803  0.3853
H 2.722 3.463 -1.653  0.2692
C -0.463 1.867 -11.104  -1.4131
C 0.952 2.313 -10.768  -0.3595
N 1.189 2.429 -9.340  0.1070
C 2.424 3.120 -9.017  -0.6279
C 3.749 2.467 -9.432  -0.9688
C 0.898 1.240 -8.562  -0.5533
C 1.639 -0.058 -8.918  -1.0495
H -1.196 2.523 -10.633  0.3357
H -0.613 1.904 -12.183  0.4350
H -0.660 0.844 -10.784  0.2861
H 1.118 3.303 -11.201  0.4540
H 1.664 1.637 -11.268  0.2619
H 2.437 3.302 -7.938  0.3085
H 2.369 4.109 -9.481  0.3873
H 4.000 1.616 -8.798  0.0963
H 4.562 3.189 -9.338  0.3912
H 3.732 2.128 -10.467  0.3500
H -0.175 1.045 -8.631  0.3690
H 1.073 1.473 -7.507  0.1954
H 1.664 -0.228 -9.995  0.3444
H 1.126 -0.909 -8.466  0.3876
H 2.664 -0.066 -8.550  0.2428

---

# C7H27NO8

A 9-piece molecular cluster, C7H27NO8 overall in a non-equilibrium geometry (ωB97M-V with the def2-TZVPD basis set, the OMol25 dataset).

The total energy comes out at -25565.1936 eV. The orbital gap is 8.815 eV. Its total charge is 0. Its structure (SMILES) is Cc1c[nH]c(C)c1C.O.O.O.O.O.O.O.O. The largest force on an atom comes out at 6.53 eV Å⁻¹. The energy above the lowest of the compared OMol25 structures with the same formula, charge and spin is 2.7536 eV.

Each line ends with the Mulliken charge.
Atoms and positions in Å:
C -0.627 -1.118 1.248  -1.4331
C -0.621 -0.206 0.152  1.6971
C -1.346 0.978 0.098  -1.4788
N -1.174 1.688 -1.037  0.0830
C -0.359 0.878 -1.852  0.7162
C 0.001 -0.262 -1.142  0.0131
C 0.846 -1.502 -1.490  -1.4615
C -0.033 1.088 -3.260  -1.4726
H -1.485 -0.805 1.856  0.3342
H 0.252 -1.263 1.899  0.2519
H -0.835 -2.115 0.684  0.1162
H -1.996 1.389 0.849  0.7252
H -1.372 2.588 -1.310  0.1567
H 1.870 -1.113 -1.612  0.3049
H 0.828 -2.174 -0.624  0.4045
H 0.541 -2.132 -2.409  0.2786
H -0.585 0.490 -3.995  0.2626
H 1.089 0.896 -3.399  0.2809
H -0.145 2.107 -3.590  0.4279
H 2.698 2.873 -0.156  0.3854
H 3.372 3.847 0.966  0.3110
O 2.489 3.638 0.572  -0.6876
H 1.121 2.457 2.085  0.3836
H -0.225 1.709 2.138  0.2932
O 0.359 2.201 2.660  -0.7687
H -3.609 -0.606 0.469  0.3471
H -3.857 -2.082 0.959  0.3206
O -4.159 -1.314 0.563  -0.7352
H 3.158 0.889 3.980  0.2814
H 1.634 0.952 3.511  0.4189
O 2.405 0.482 3.746  -0.6772
H 1.812 1.187 -0.769  0.2532
H 3.112 0.834 -0.927  0.3203
O 2.478 1.261 -1.370  -0.6487
H -2.370 -3.587 -0.575  0.3863
H -3.278 -3.923 0.394  0.2587
O -2.407 -3.889 0.333  -0.6197
H -2.169 -1.345 -1.805  0.3181
H -3.170 -1.807 -0.911  0.4373
O -2.683 -2.078 -1.667  -0.7744
H 3.156 -0.296 2.332  0.4215
H 2.143 -0.527 1.108  0.2553
O 3.140 -0.288 1.298  -0.6872

---

For reference, LUMO energy by record: -3.152 0.335 eV.